{
  "formula": "C17H23N3O",
  "method": "ωB97M-V/def2-TZVPD",
  "homo_ev": -9.30,
  "total_energy_ha": -901.09679,
  "smiles": "CCCC[C@H]1CC[C@H](c2nc(-c3cccnc3)no2)CC1",
  "orbital_gap_ha": 0.3624,
  "e_above_lowest_kj_mol": 185.4,
  "lumo_ev": 0.562,
  "elements": ["C", "C", "C", "C", "H", "C", "C", "C", "H", "H", "C", "C", "N", "C", "N", "O", "C", "C", "C", "C", "N", "C", "H", "H", "H", "H", "C", "C", "H", "H", "H", "H", "H", "H", "H", "H", "H", "H", "H", "H", "H", "H", "H", "H"],
  "coordinates": [[0.782, -3.843, -5.275], [1.809, -2.810, -4.825], [1.569, -2.306, -3.402], [0.277, -1.501, -3.265], [-0.584, -2.159, -3.393], [0.149, -0.774, -1.923], [-0.021, -1.748, -0.756], [-0.158, -1.005, 0.568], [0.744, -0.426, 0.768], [-0.287, -1.720, 1.384], [-1.352, -0.047, 0.528], [-1.448, 0.702, 1.802], [-0.522, 1.404, 2.379], [-1.145, 1.879, 3.501], [-2.388, 1.481, 3.593], [-2.595, 0.713, 2.491], [-0.483, 2.728, 4.470], [0.851, 3.092, 4.298], [1.443, 3.904, 5.249], [0.678, 4.317, 6.330], [-0.590, 3.976, 6.501], [-1.157, 3.203, 5.597], [-2.193, 2.940, 5.762], [1.095, 4.953, 7.101], [2.473, 4.210, 5.155], [1.391, 2.737, 3.433], [-1.182, 0.939, -0.635], [-1.043, 0.185, -1.952], [-0.920, 0.903, -2.766], [-1.957, -0.383, -2.145], [-0.290, 1.542, -0.453], [-2.042, 1.611, -0.678], [-2.282, -0.610, 0.398], [0.839, -2.415, -0.698], [-0.910, -2.359, -0.926], [1.060, -0.187, -1.756], [0.248, -0.757, -4.066], [1.548, -3.162, -2.725], [2.410, -1.672, -3.110], [2.804, -3.260, -4.871], [1.799, -1.964, -5.515], [0.747, -4.675, -4.575], [-0.210, -3.404, -5.340], [1.044, -4.232, -6.257]],
  "forces_ev_per_angstrom": [[0.2, 0.2, 0.0], [0.0, -0.2, 0.2], [-0.1, 0.1, -0.3], [0.3, 0.1, 0.3], [-0.1, 0.0, -0.1], [-0.4, -0.2, -0.3], [0.3, 0.3, 0.1], [-0.2, -0.2, -0.1], [0.0, 0.0, 0.1], [0.1, 0.0, 0.1], [0.1, 0.1, 0.0], [0.2, 0.3, 0.4], [0.1, -0.2, -0.4], [-0.8, -0.6, -0.6], [0.1, 0.7, 1.1], [0.1, -0.4, -0.7], [0.3, 0.4, 0.5], [-0.3, 0.0, 0.1], [-0.1, 0.0, 0.0], [0.3, 0.1, -0.1], [-0.2, 0.2, 0.4], [0.0, -0.2, -0.4], [-0.1, -0.1, 0.0], [0.1, 0.0, 0.0], [0.1, 0.0, 0.0], [0.0, 0.0, -0.1], [-0.3, -0.1, -0.1], [0.3, 0.2, 0.2], [-0.1, 0.0, -0.1], [-0.1, 0.0, -0.1], [0.0, 0.1, 0.0], [0.0, 0.1, 0.0], [0.0, 0.0, 0.0], [0.0, -0.1, 0.0], [-0.1, -0.1, -0.1], [0.0, 0.0, 0.0], [-0.1, 0.0, -0.1], [0.1, 0.0, 0.1], [0.0, 0.0, 0.1], [0.0, 0.1, -0.1], [0.1, 0.0, 0.0], [0.0, -0.1, 0.1], [-0.1, 0.0, 0.0], [-0.1, -0.1, -0.1]],
  "mulliken_charge": [-1.1510, -0.5375, -0.5123, -1.1524, 0.3432, 0.8237, -0.9349, -1.0906, 0.3633, 0.4159, 0.6397, 0.1800, -0.4089, 0.2927, -0.4931, -0.1656, 0.1302, -0.1824, -0.5228, -0.2372, -0.6553, -0.1350, 0.4707, 0.3677, 0.3779, 0.4844, -0.9998, -1.0622, 0.4487, 0.3581, 0.3787, 0.4064, 0.2155, 0.4082, 0.2688, 0.3027, 0.3480, 0.2334, 0.3535, 0.3446, 0.3275, 0.2880, 0.2959, 0.3737]
}

{
  "formula": "C17H23N3O3S2",
  "method": "ωB97M-V/def2-TZVPD",
  "homo_ev": -8.61,
  "total_energy_ha": -1847.97856,
  "smiles": "CCCCCCCC(=O)Nc1ccc(S(=O)(=O)Nc2nccs2)cc1",
  "orbital_gap_ha": 0.3303,
  "e_above_lowest_kj_mol": 0.0,
  "lumo_ev": 0.379,
  "elements": ["C", "C", "C", "C", "C", "C", "C", "C", "O", "N", "C", "C", "C", "C", "C", "C", "H", "H", "S", "O", "O", "N", "C", "N", "C", "C", "S", "H", "H", "H", "H", "H", "H", "H", "H", "H", "H", "H", "H", "H", "H", "H", "H", "H", "H", "H", "H", "H"],
  "coordinates": [[7.018, 1.375, 0.780], [5.512, 1.550, 0.934], [4.737, 0.765, -0.122], [3.229, 0.933, 0.046], [2.411, 0.287, -1.074], [2.600, -1.225, -1.215], [2.300, -1.999, 0.076], [0.959, -1.623, 0.677], [0.843, -1.074, 1.746], [-0.095, -1.978, -0.127], [-1.454, -1.767, 0.066], [-2.328, -2.192, -0.941], [-3.688, -2.003, -0.808], [-4.178, -1.394, 0.332], [-3.332, -0.977, 1.341], [-1.968, -1.160, 1.213], [-1.295, -0.838, 1.990], [-3.754, -0.521, 2.222], [-5.930, -1.098, 0.446], [-6.660, -2.181, -0.132], [-6.268, -0.624, 1.749], [-6.145, 0.185, -0.638], [-5.542, 1.393, -0.455], [-5.285, 2.234, -1.397], [-4.694, 3.355, -0.904], [-4.484, 3.364, 0.432], [-5.067, 1.897, 1.149], [-4.036, 4.126, 1.035], [-4.436, 4.137, -1.593], [-6.390, -0.046, -1.588], [-4.379, -2.333, -1.568], [-1.934, -2.670, -1.826], [0.141, -2.437, -0.996], [2.315, -3.072, -0.128], [3.063, -1.784, 0.823], [3.626, -1.441, -1.515], [1.950, -1.577, -2.021], [1.354, 0.499, -0.891], [2.680, 0.753, -2.025], [2.996, 2.001, 0.056], [2.916, 0.528, 1.009], [5.031, 1.111, -1.116], [5.009, -0.290, -0.043], [5.260, 2.610, 0.852], [5.206, 1.214, 1.927], [7.549, 1.945, 1.539], [7.345, 1.719, -0.199], [7.294, 0.327, 0.884]],
  "forces_ev_per_angstrom": [[-0.2, 0.1, 0.1], [0.2, -0.2, -0.2], [-0.2, 0.3, 0.3], [0.1, -0.1, -0.3], [0.1, -0.1, 0.1], [-0.1, 0.2, 0.1], [0.1, 0.1, -0.1], [0.4, -0.3, -0.2], [-0.1, 0.2, 0.3], [0.0, -0.2, -0.4], [-0.4, 0.2, 0.2], [-0.1, 0.1, 0.1], [0.1, -0.1, -0.1], [-0.7, 0.1, 0.3], [-0.1, -0.1, 0.0], [0.2, 0.0, 0.1], [0.0, 0.0, 0.0], [0.1, 0.0, 0.1], [0.0, 0.1, -0.8], [0.2, 0.0, -0.2], [0.3, 0.2, 0.1], [-0.4, -1.1, 0.4], [0.5, 0.7, 1.0], [-0.4, -0.7, -0.6], [0.2, 0.2, 0.5], [-0.1, -0.2, 0.0], [0.0, 0.7, -0.5], [0.1, 0.2, 0.1], [0.1, 0.2, 0.0], [0.0, -0.2, -0.1], [0.0, -0.1, -0.2], [0.0, -0.1, -0.1], [0.0, 0.1, 0.2], [0.0, 0.0, 0.1], [-0.1, -0.1, 0.1], [0.0, -0.1, -0.1], [0.1, 0.0, -0.1], [-0.1, 0.0, -0.1], [-0.1, 0.0, 0.0], [0.0, 0.0, 0.1], [0.0, 0.0, 0.1], [0.1, -0.1, -0.1], [0.1, -0.1, -0.1], [-0.1, 0.0, 0.1], [-0.1, 0.1, 0.0], [0.1, 0.0, 0.0], [0.1, 0.0, -0.1], [0.1, -0.1, 0.0]],
  "mulliken_charge": [-1.2887, -0.3990, -0.5189, -0.6672, -0.7512, -0.7854, -0.9928, 0.4646, -0.6393, -0.0299, 0.8138, -0.8634, -0.9091, 0.0166, -0.5150, -0.3494, 0.5490, 0.5945, 1.1586, -0.7004, -0.5993, -0.1950, 0.6189, -0.6439, -0.5082, -0.2670, -0.0082, 0.3994, 0.4320, 0.2781, 0.4170, 0.3447, 0.1756, 0.4353, 0.3634, 0.3973, 0.4847, 0.2980, 0.4406, 0.4600, 0.2140, 0.2883, 0.2999, 0.3231, 0.3334, 0.3927, 0.3175, 0.3204]
}

{
  "formula": "C17H23N3O3S3",
  "method": "ωB97M-V/def2-TZVPD",
  "homo_ev": -9.00,
  "total_energy_ha": -2246.17304,
  "smiles": "O=C(CSC1=NCCS1)Nc1ccc(S(=O)(=O)NC2CCCCC2)cc1",
  "orbital_gap_ha": 0.3435,
  "e_above_lowest_kj_mol": 0.0,
  "lumo_ev": 0.346,
  "elements": ["O", "C", "N", "C", "C", "C", "C", "C", "C", "H", "H", "S", "O", "O", "N", "H", "C", "C", "C", "C", "C", "C", "H", "H", "H", "H", "H", "H", "H", "H", "H", "H", "H", "H", "H", "H", "C", "H", "H", "S", "C", "N", "C", "H", "H", "C", "H", "H", "S"],
  "coordinates": [[2.581, -1.420, 3.931], [3.376, -1.113, 3.080], [3.344, 0.035, 2.339], [2.204, 0.766, 2.010], [1.038, 0.711, 2.773], [-0.093, 1.376, 2.337], [-0.057, 2.103, 1.163], [1.103, 2.197, 0.418], [2.237, 1.531, 0.841], [3.146, 1.582, 0.259], [1.095, 2.787, -0.485], [-1.572, 2.817, 0.530], [-2.372, 3.297, 1.616], [-1.246, 3.703, -0.546], [-2.389, 1.501, -0.080], [-2.811, 0.987, 0.678], [-1.730, 0.672, -1.074], [-2.370, -0.718, -1.117], [-3.818, -0.644, -1.596], [-3.888, 0.015, -2.969], [-3.280, 1.412, -2.909], [-1.829, 1.350, -2.443], [-1.426, 2.359, -2.361], [-1.229, 0.785, -3.159], [-3.328, 1.886, -3.891], [-3.843, 2.027, -2.206], [-4.927, 0.073, -3.298], [-3.340, -0.592, -3.695], [-4.404, -0.056, -0.888], [-4.240, -1.650, -1.636], [-2.321, -1.177, -0.126], [-1.792, -1.342, -1.803], [-0.662, 0.561, -0.806], [-1.010, 1.346, 2.905], [1.023, 0.128, 3.679], [4.118, 0.166, 1.697], [4.591, -1.989, 2.786], [5.475, -1.605, 3.298], [4.381, -2.999, 3.135], [5.037, -2.043, 1.019], [3.453, -2.221, 0.328], [2.412, -2.362, 1.017], [1.195, -2.411, 0.272], [0.702, -3.362, 0.492], [0.550, -1.604, 0.634], [1.473, -2.262, -1.245], [1.014, -1.366, -1.661], [1.150, -3.132, -1.813], [3.282, -2.104, -1.432]],
  "forces_ev_per_angstrom": [[-0.1, 0.0, 0.2], [0.4, -0.1, 0.1], [0.3, 0.6, -0.1], [-0.2, 0.0, 0.0], [-0.1, -0.1, 0.1], [0.0, 0.0, 0.0], [-0.6, 0.4, -0.3], [0.1, 0.1, 0.0], [-0.1, 0.0, 0.1], [0.1, 0.0, -0.1], [0.1, 0.0, -0.1], [-0.1, -0.3, 0.3], [0.1, -0.3, 0.2], [0.2, -0.2, -0.1], [0.1, 0.7, 0.4], [-0.1, 0.0, 0.2], [0.7, -0.2, -0.6], [-0.2, 0.3, 0.2], [0.1, -0.2, -0.2], [-0.2, 0.2, 0.2], [0.2, -0.2, -0.2], [-0.1, 0.1, 0.1], [0.1, -0.1, -0.1], [0.1, 0.0, 0.0], [0.0, 0.1, 0.0], [-0.1, 0.1, 0.0], [0.0, -0.1, -0.1], [0.0, -0.1, -0.1], [-0.1, 0.0, 0.0], [-0.1, 0.0, 0.1], [0.1, -0.1, 0.0], [0.1, 0.0, 0.0], [-0.2, -0.1, -0.1], [-0.1, -0.1, 0.2], [0.0, 0.0, 0.0], [-0.2, -0.2, 0.1], [-0.1, -0.3, -0.4], [0.0, 0.0, 0.0], [-0.1, 0.2, 0.1], [0.6, 0.0, 0.2], [-0.5, -0.1, -0.2], [0.6, -0.2, 0.5], [-0.4, 0.0, -0.3], [-0.1, 0.1, -0.1], [-0.1, -0.1, -0.1], [0.1, 0.0, -0.2], [0.0, -0.1, 0.0], [-0.1, 0.1, 0.0], [0.0, 0.0, 0.0]],
  "mulliken_charge": [-0.6261, 0.5039, -0.1439, 0.3664, -0.5457, -0.6766, -0.1187, -0.5172, -0.3169, 0.3472, 0.5016, 1.2828, -0.7313, -0.6854, -0.3119, 0.3995, 1.0155, -0.9678, -0.7103, -0.6525, -0.7293, -1.0332, 0.4043, 0.4014, 0.3880, 0.2946, 0.3583, 0.2926, 0.3334, 0.4005, 0.3551, 0.3699, -0.4743, 0.4635, 0.5238, 0.2540, -0.7358, 0.3883, 0.3896, -0.1982, 0.4519, -0.3008, -0.4589, 0.3798, 0.0588, -0.3024, 0.0334, 0.4914, -0.2126]
}

{
  "formula": "C17H23N5O2S",
  "method": "ωB97M-V/def2-TZVPD",
  "homo_ev": -9.13,
  "total_energy_ha": -1483.48965,
  "orbital_gap_ha": 0.3180,
  "e_above_lowest_kj_mol": 1607.3,
  "lumo_ev": -0.473,
  "elements": ["C", "C", "H", "C", "O", "N", "H", "C", "C", "C", "C", "C", "H", "C", "C", "H", "H", "H", "H", "H", "H", "H", "H", "H", "H", "H", "H", "S", "C", "N", "N", "N", "N", "C", "C", "C", "C", "C", "C", "H", "H", "O", "H", "H", "H", "H", "H", "H"],
  "coordinates": [[0.527, 3.915, 1.133], [0.669, 2.404, 0.838], [0.775, 1.964, 1.757], [1.682, 1.979, -0.168], [2.132, 2.628, -1.076], [1.938, 0.642, 0.028], [1.387, -0.005, 0.772], [2.972, 0.138, -0.995], [2.283, -0.645, -2.109], [1.643, -1.951, -1.507], [2.497, -2.599, -0.691], [3.069, -1.929, 0.349], [2.409, -1.918, 1.037], [3.943, -0.700, -0.012], [4.544, -0.034, 0.980], [3.725, 0.259, 1.948], [5.314, -0.804, 1.678], [5.026, 0.817, 0.822], [4.824, -1.013, -0.787], [3.840, -2.622, 1.110], [1.970, -3.672, -0.419], [3.229, -3.061, -1.218], [0.771, -1.492, -0.796], [1.118, -2.408, -2.166], [3.112, -0.807, -2.957], [1.729, 0.010, -2.555], [3.579, 0.763, -1.302], [-1.072, 2.047, 0.108], [-1.293, 0.244, 0.867], [-0.200, -0.429, 1.413], [-0.727, -1.453, 1.644], [-1.983, -1.688, 1.244], [-2.290, -0.480, 0.785], [-3.651, -0.449, 0.286], [-4.674, -1.168, 0.867], [-5.900, -0.738, 0.481], [-6.223, 0.009, -0.709], [-5.233, 0.789, -0.828], [-3.942, 0.652, -0.662], [-3.259, 1.326, -1.036], [-5.381, 1.418, -1.702], [-7.682, 0.205, -0.675], [-7.725, 0.768, -1.566], [-6.788, -1.674, 0.889], [-4.493, -1.769, 1.546], [1.544, 4.165, 1.539], [-0.300, 4.097, 1.691], [0.565, 4.269, 0.122]],
  "forces_ev_per_angstrom": [[4.9, -2.0, -2.4], [-2.8, 2.6, -1.2], [0.1, -1.9, 1.9], [-0.8, -2.8, 1.2], [0.3, 1.2, -0.4], [0.7, 0.2, -1.2], [1.7, 2.1, -2.2], [-5.2, -7.3, 6.4], [5.6, -4.0, 1.6], [-3.1, 9.8, 1.5], [-0.2, -9.3, 0.1], [9.5, -0.1, 3.1], [-4.8, 2.1, 5.2], [-3.1, -4.6, -8.4], [0.3, -1.6, 11.6], [2.1, -0.7, -2.8], [-2.0, 2.2, -2.2], [2.2, 3.6, -1.1], [-1.9, 0.0, 1.5], [-1.6, 1.2, -2.5], [0.8, 2.5, 0.4], [2.8, -1.2, -2.4], [1.5, -0.8, -1.5], [-2.9, -3.6, -4.5], [-1.4, -0.4, 1.8], [-4.2, 3.5, -2.5], [4.8, 7.1, -3.1], [0.6, -3.1, 1.9], [5.1, 8.8, -2.5], [-0.8, 8.1, -2.3], [-2.5, -13.1, 3.1], [3.1, 0.1, 2.0], [-5.2, -3.4, -1.3], [1.7, 4.9, -2.1], [0.0, 6.8, -6.2], [-5.1, -6.7, -0.6], [-6.6, -5.3, 9.2], [0.8, 6.5, -8.0], [2.4, -5.3, 5.3], [1.5, 1.0, -0.7], [-0.3, 1.6, 0.0], [3.3, 2.1, -5.2], [-0.9, -1.5, 2.7], [2.3, 3.5, -1.0], [1.4, -5.9, 6.5], [-1.2, 0.4, 0.2], [-2.1, 0.9, 1.6], [-0.5, 1.3, -0.4]],
  "mulliken_charge": [-1.7389, -0.0877, 0.6312, 0.3658, -0.6797, 0.2857, 0.4231, -1.5172, -1.5189, -0.3622, -0.8950, -0.9428, 0.3066, 1.1482, -1.9325, 0.1185, 0.2944, 0.5848, 0.3986, 0.2131, 0.2937, 0.4504, -0.2318, 0.8976, 0.3027, 0.7747, 1.3722, -0.2591, 0.4308, 0.3472, -1.0893, -0.5381, 0.8048, 0.4811, -0.8237, -0.3248, 0.5382, -0.7857, -0.6753, 0.5207, 0.2062, -0.4656, 0.3463, 0.1641, 0.8471, 0.3601, 0.5326, 0.4283]
}

{
  "formula": "C17H23NO3",
  "method": "ωB97M-V/def2-TZVPD",
  "homo_ev": -8.21,
  "total_energy_ha": -941.94025,
  "smiles": "COCCOCCCCc1nc2ccccc2c(O)c1C",
  "orbital_gap_ha": 0.3133,
  "e_above_lowest_kj_mol": 512.9,
  "lumo_ev": 0.315,
  "elements": ["N", "O", "O", "O", "C", "C", "C", "C", "C", "C", "C", "C", "C", "C", "C", "C", "C", "C", "C", "C", "C", "H", "H", "H", "H", "H", "H", "H", "H", "H", "H", "H", "H", "H", "H", "H", "H", "H", "H", "H", "H", "H", "H", "H"],
  "coordinates": [[1.971, -2.421, -0.082], [3.685, 1.211, 1.148], [-3.899, 2.825, 1.169], [-3.274, 0.603, -0.823], [1.561, -1.255, -0.691], [4.095, -3.769, 2.436], [4.616, -2.572, 2.955], [2.114, 0.028, -0.265], [3.174, -3.715, 1.390], [4.305, -1.303, 2.503], [3.098, 0.019, 0.796], [2.833, -2.420, 0.943], [3.444, -1.236, 1.380], [-2.811, 3.528, 1.783], [1.648, 1.373, -1.014], [-3.923, 2.894, -0.366], [-4.328, 1.543, -0.995], [-3.380, -0.569, -1.736], [0.439, -1.271, -1.756], [-1.966, -0.624, -2.219], [-0.906, -0.944, -1.125], [3.022, 1.772, 1.653], [4.466, -4.636, 2.901], [5.334, -2.650, 3.795], [2.790, -4.541, 0.818], [4.601, -0.381, 2.861], [-1.976, 2.803, 1.692], [-2.503, 4.379, 1.294], [-3.124, 3.881, 2.777], [2.027, 2.204, -0.382], [0.540, 1.464, -0.960], [1.912, 1.360, -2.100], [-2.935, 3.111, -0.885], [-4.627, 3.627, -0.787], [-4.500, 1.693, -2.124], [-5.254, 1.282, -0.469], [-3.651, -1.421, -1.221], [-4.134, -0.554, -2.630], [0.607, -0.387, -2.474], [0.396, -2.176, -2.288], [-1.711, 0.320, -2.802], [-1.806, -1.329, -3.011], [-0.821, -0.005, -0.605], [-1.150, -1.740, -0.484]],
  "forces_ev_per_angstrom": [[-2.4, 2.2, -2.6], [-0.9, 0.6, 1.5], [-0.5, 0.8, -3.2], [-1.9, -0.8, -1.1], [1.2, -0.8, 1.8], [-1.1, 1.1, -1.5], [1.0, 1.4, 1.4], [0.4, 0.0, 0.0], [1.7, 0.6, 1.7], [-0.9, -2.7, -1.5], [-2.8, -0.5, -2.9], [-0.2, 0.1, -1.7], [0.1, 1.1, 1.2], [-0.4, -2.6, 0.2], [0.0, -1.4, 1.6], [1.1, -0.8, 0.2], [0.3, 0.8, 0.0], [0.5, 2.6, -1.5], [1.1, 2.8, 0.5], [1.3, -0.1, -1.1], [-0.1, 1.5, -1.6], [1.2, -1.0, -1.0], [0.2, -1.3, 0.1], [-0.6, 0.0, -0.5], [-0.2, -0.2, 0.3], [1.2, 1.4, 1.1], [0.0, 0.6, 1.0], [0.4, 2.1, -1.6], [0.3, -0.8, -0.1], [0.1, -0.2, -1.1], [0.7, -0.2, -0.1], [0.2, 0.3, 1.1], [-0.6, 0.1, 1.4], [0.0, 0.1, 0.8], [0.0, 0.0, 1.6], [-0.1, -0.6, -0.4], [-0.5, -1.8, 1.6], [1.1, 0.9, 1.6], [0.2, -1.6, 0.7], [0.2, -1.2, -0.7], [-0.2, -0.6, 1.2], [-0.4, -1.0, -0.5], [0.1, 0.0, 0.9], [-0.9, -0.9, 1.0]],
  "mulliken_charge": [-0.6381, -0.6508, -0.3405, -0.1990, 0.4047, -0.5850, -0.3745, 0.7601, -0.4512, -0.9379, 0.2009, 0.0839, 0.5870, -0.6466, -1.2226, -0.4855, -0.4618, -0.7422, -0.8795, -0.6842, -0.2657, 0.3348, 0.4188, 0.3091, 0.4640, 0.5652, 0.2163, 0.3375, 0.2465, 0.2983, 0.1913, 0.3085, 0.2843, 0.3226, 0.3598, 0.2286, 0.4070, 0.3108, 0.1739, 0.5827, 0.2430, 0.5712, 0.1094, 0.2446]
}